This record from the Open Molecules 2025 dataset describes an isolated molecule of C6H6O at a distorted geometry. The level of theory is ωB97M-V/def2-TZVPD.

```
13
Properties=species:S:1:pos:R:3
O -0.025 1.027 1.467
C -0.039 0.033 0.548
C -0.331 0.491 -0.852
C 0.644 1.455 -1.361
C 1.514 2.199 -1.690
C 0.071 -1.246 0.831
C -0.584 -2.366 0.994
H 0.005 0.618 2.344
H -1.667 -2.267 0.938
H -1.336 0.935 -0.832
H -0.375 -0.392 -1.494
H 2.288 2.871 -2.002
H -0.168 -3.358 1.111
```

Results
Energy above the lowest of the compared OMol25 structures with the same formula, charge and spin, kcal per mole: 91.8
Maximum force, Eh/bohr: 0.0211
Net charge: 0
SMILES string: C#CCC(O)=C=C
LUMO, eV: 0.736
Orbital gap, eV: 9.63

***

This record from the Open Molecules 2025 dataset describes a structure of composition C33H35F9IrN3O2P2S. The level of theory is ωB97M-V/def2-TZVPD.

```
86
Properties=species:S:1:pos:R:3
Ir -1.446 1.157 1.153
C -3.414 -2.751 0.721
C -2.693 -3.513 1.620
C -1.705 -2.898 2.374
C -1.448 -1.552 2.202
N -2.138 -0.815 1.289
C -3.106 -1.409 0.587
C -0.457 -0.821 3.025
C 0.331 -1.343 4.037
C 1.189 -0.486 4.713
C 1.265 0.857 4.373
C 0.457 1.321 3.348
N -0.375 0.479 2.736
C 0.425 2.691 2.788
C 1.157 3.729 3.328
C 1.117 4.981 2.732
C 0.340 5.152 1.602
C -0.376 4.074 1.115
N -0.350 2.867 1.681
H -4.207 -3.177 0.124
H -2.901 -4.567 1.747
H -1.143 -3.468 3.099
H -3.664 -0.786 -0.094
H 0.289 -2.389 4.300
H 1.814 -0.872 5.507
H 1.952 1.512 4.888
H 1.761 3.565 4.208
H 1.687 5.803 3.145
H 0.280 6.104 1.094
H -0.988 4.173 0.234
C -2.572 3.387 -1.493
P -2.693 1.752 -0.715
C -2.493 0.636 -2.124
C -4.426 1.689 -0.163
C -5.496 1.636 -1.051
C -6.799 1.653 -0.574
C -7.042 1.730 0.791
C -5.983 1.791 1.684
C -4.673 1.765 1.213
P -3.248 1.865 2.327
C -3.216 3.561 2.954
C -3.640 0.863 3.781
H -3.260 3.410 -2.340
H -1.562 3.561 -1.864
H -2.867 4.177 -0.803
H -3.356 0.703 -2.787
H -2.336 -0.392 -1.810
H -1.605 0.944 -2.673
H -5.328 1.584 -2.120
H -7.627 1.609 -1.269
H -8.059 1.746 1.160
H -6.189 1.854 2.746
H -4.161 3.781 3.452
H -3.082 4.267 2.135
H -2.402 3.684 3.670
H -4.524 1.252 4.287
H -2.804 0.903 4.482
H -3.823 -0.173 3.497
O 5.849 -7.273 -4.829
S 6.379 -5.905 -4.920
C 8.026 -5.708 -4.166
C 8.802 -4.931 -5.227
C 8.343 -5.436 -6.600
C 6.817 -5.401 -6.616
H 8.377 -6.733 -4.028
H 7.909 -5.217 -3.203
H 9.868 -5.100 -5.081
H 8.616 -3.862 -5.125
H 8.689 -6.457 -6.765
H 8.728 -4.813 -7.405
H 6.318 -6.109 -7.276
H 6.405 -4.402 -6.753
F 0.670 2.608 -1.000
C 1.278 1.553 -1.578
F 0.641 1.344 -2.738
F 2.526 1.912 -1.850
C 1.177 0.301 -0.649
O -0.045 0.150 -0.088
C 2.309 0.391 0.421
F 2.083 -0.482 1.413
F 2.319 1.617 0.987
F 3.521 0.156 -0.063
C 1.445 -0.969 -1.531
F 2.420 -0.765 -2.424
F 1.802 -2.016 -0.777
F 0.342 -1.309 -2.199
```

Results
Energy above the lowest of the compared OMol25 structures with the same formula, charge and spin, kcal per mole: 0.0
Maximum force, Eh/bohr: 0.0037
Net charge: +3
Spin multiplicity: 2
⟨S²⟩: 0.7562
LUMO (spin up / spin down), eV: -7.602 / -10.027
Orbital gap (spin up / spin down), eV: 8.45 / 6.02

***

This record from the Open Molecules 2025 dataset describes a cluster of 3 separate species, C17H33BN3O4 in total at a distorted geometry. The level of theory is ωB97M-V/def2-TZVPD.

```
58
Properties=species:S:1:pos:R:3
C 1.084 0.904 -2.093
C 2.186 -0.311 -1.987
O 2.206 -0.980 -0.645
C 0.850 -1.520 -0.464
C 0.764 -2.936 0.355
C 2.197 -3.519 0.897
C 2.410 -3.505 2.554
C 3.791 -4.109 3.278
C 4.917 -4.723 2.248
C 4.626 -4.674 0.631
N 3.315 -4.099 0.061
B 3.185 -4.173 -1.464
O 2.036 -4.926 -2.006
C 4.318 -3.356 -2.340
C 4.356 -3.751 -3.938
H 1.515 1.912 -2.537
H 0.570 1.190 -1.074
H 0.247 0.540 -2.860
H 3.249 0.157 -2.254
H 1.965 -1.083 -2.865
H 0.261 -1.692 -1.488
H 0.250 -0.699 0.161
H 0.316 -3.767 -0.368
H 0.063 -2.739 1.300
H 1.587 -3.090 3.293
H 3.944 -4.137 4.448
H 5.902 -5.194 2.685
H 5.446 -5.117 -0.095
H 2.265 -5.310 -2.912
H 5.380 -3.664 -1.903
H 4.238 -2.188 -2.281
H 3.508 -3.149 -4.477
H 4.160 -4.902 -4.033
H 5.384 -3.391 -4.374
C -2.856 2.490 2.312
C -2.382 1.671 1.144
O -1.819 2.179 0.177
N -2.592 0.324 1.173
C -3.228 -0.463 2.203
H -2.615 3.543 2.139
H -3.939 2.397 2.421
H -2.351 2.167 3.226
H -2.245 -0.155 0.350
H -2.508 -1.205 2.555
H -4.083 -0.977 1.757
H -3.566 0.146 3.043
C -3.750 7.085 1.321
C -4.482 5.829 0.938
O -4.243 4.748 1.471
N -5.437 5.909 -0.032
C -5.865 7.070 -0.775
H -3.022 6.858 2.105
H -3.212 7.484 0.457
H -4.454 7.827 1.708
H -5.882 5.020 -0.230
H -6.934 7.210 -0.597
H -5.703 6.870 -1.837
H -5.325 7.972 -0.486
```

Results
Energy above the lowest of the compared OMol25 structures with the same formula, charge and spin, kcal per mole: 192.9
Maximum force, Eh/bohr: 0.1047
Net charge: +1
LUMO, eV: -4.708
Orbital gap, eV: 6.08

***

This record from the Open Molecules 2025 dataset describes a structure of composition C8H32FeO20S3 at a distorted geometry. The level of theory is ωB97M-V/def2-TZVPD.

```
64
Properties=species:S:1:pos:R:3
Fe 0.238 -1.894 0.914
S 1.020 -3.612 3.584
O 1.234 -3.132 4.910
O 0.614 -2.620 2.578
O 2.149 -4.360 3.054
O 0.306 -4.849 3.491
S -0.140 0.457 -0.134
O 0.909 1.371 -0.549
O -1.460 1.014 -0.379
O -0.004 -0.864 -0.667
O 0.002 -0.041 1.223
S 0.816 -4.974 0.031
O 2.059 -5.265 0.677
O 0.723 -5.527 -1.300
O 0.169 -5.760 1.076
O 0.439 -3.574 0.139
C -0.211 4.379 0.323
O 0.783 3.930 -0.532
H -1.074 3.747 0.533
H 0.264 4.692 1.253
H -0.666 5.280 -0.088
H 0.830 2.971 -0.533
C -2.669 -2.731 0.401
O -1.717 -2.413 1.374
H -2.870 -3.802 0.426
H -3.617 -2.222 0.576
H -2.299 -2.373 -0.560
H -2.228 -2.468 2.184
C 2.891 -1.736 -0.557
O 2.258 -1.656 0.673
H 2.502 -2.574 -1.136
H 2.757 -0.800 -1.098
H 3.934 -1.957 -0.331
H 2.945 -1.561 1.337
C 3.214 1.487 1.692
O 3.260 1.603 0.308
H 4.176 1.338 2.183
H 2.788 2.430 2.034
H 2.548 0.670 1.972
H 2.385 1.648 -0.086
C 2.883 1.715 -3.337
O 1.522 1.377 -3.210
H 3.369 1.279 -2.464
H 3.394 1.358 -4.231
H 3.010 2.796 -3.389
H 1.262 1.431 -2.288
C -1.479 0.022 -3.717
O -0.562 0.216 -4.763
H -1.811 0.940 -3.233
H -2.327 -0.575 -4.053
H -0.980 -0.593 -2.967
H 0.250 0.564 -4.389
C -3.648 3.555 -0.567
O -3.499 2.336 -1.221
H -4.710 3.789 -0.631
H -3.393 3.475 0.490
H -3.091 4.383 -1.006
H -2.665 1.969 -0.919
C -2.781 0.998 2.831
O -3.106 0.336 1.640
H -3.463 0.703 3.629
H -1.768 0.834 3.199
H -2.930 2.073 2.734
H -2.733 0.769 0.869
```

Results
Energy above the lowest of the compared OMol25 structures with the same formula, charge and spin, kcal per mole: 63.6
Maximum force, Eh/bohr: 0.1470
Net charge: -3
Spin multiplicity: 6
⟨S²⟩: 8.7722
LUMO (spin up / spin down), eV: 6.132 / 6.132
Orbital gap (spin up / spin down), eV: 4.39 / 3.10

***

What did the first record say?
This record from the Open Molecules 2025 dataset describes an isolated molecule of C6H6O at a distorted geometry. The level of theory is ωB97M-V/def2-TZVPD.

```
13
Properties=species:S:1:pos:R:3
O -0.025 1.027 1.467
C -0.039 0.033 0.548
C -0.331 0.491 -0.852
C 0.644 1.455 -1.361
C 1.514 2.199 -1.690
C 0.071 -1.246 0.831
C -0.584 -2.366 0.994
H 0.005 0.618 2.344
H -1.667 -2.267 0.938
H -1.336 0.935 -0.832
H -0.375 -0.392 -1.494
H 2.288 2.871 -2.002
H -0.168 -3.358 1.111
```

Results
Energy above the lowest of the compared OMol25 structures with the same formula, charge and spin, kcal per mole: 91.8
Maximum force, Eh/bohr: 0.0211
Net charge: 0
SMILES string: C#CCC(O)=C=C
LUMO, eV: 0.736
Orbital gap, eV: 9.63

***

- Which of these has the highest net charge?
  C33H35F9IrN3O2P2S